Entry 1:
Here is 2 unconnected molecules or ions with the total composition C5H13N in a non-equilibrium geometry from the Open Molecules 2025 dataset. Energies are from ωB97M-V with the def2-TZVPD basis set.

Structure (XYZ):
```
19
Properties=species:S:1:pos:R:3:forces:R:3:lowdin_charge:R:1
C 1.5686 2.5082 -1.7374 -3.719 -4.209 0.585 -0.0377
C 2.4098 1.4748 -1.9171 -1.849 0.904 -0.949 -0.2020
C 1.9379 0.0192 -2.1757 -0.691 2.161 -0.894 -0.1015
H 1.7451 3.3221 -1.1635 1.500 3.138 0.661 -0.0035
H 0.4074 2.3035 -1.6057 2.276 0.055 -0.701 0.0914
H 3.4329 1.8426 -2.0222 0.255 -1.118 0.370 0.0879
H 2.0114 -0.2474 -3.2120 1.666 -0.624 -0.550 0.0575
H 0.8695 -0.2158 -2.1849 -0.387 1.094 1.117 0.0562
H 2.3739 -0.5616 -1.4185 0.942 -1.410 0.356 0.0491
C -2.0027 -1.0556 2.9076 1.886 -2.028 -0.401 -0.1825
N -1.4411 -0.2503 1.7911 -1.581 -0.128 -0.993 -0.1811
C -1.1650 -1.1915 0.6382 -2.800 1.856 -0.767 -0.1393
H -2.5721 -0.5568 3.6476 0.044 1.294 0.747 0.0437
H -1.0937 -1.6073 3.3826 -1.632 1.015 -0.490 0.1050
H -2.7169 -1.8692 2.6458 0.403 0.246 -0.602 0.0676
H -2.1724 0.4377 1.4424 1.247 -1.145 0.745 0.1091
H -0.5033 -0.7678 -0.1342 0.098 -0.308 0.715 0.0556
H -0.9455 -2.1373 1.0194 1.384 -1.346 0.592 0.0346
H -2.1438 -1.4474 0.0965 0.958 0.552 0.457 0.0898
```
Positions in Å, forces in eV/Å.

Properties
Frontier orbital gap ... 10.033 eV
LUMO level ... 1.06 eV
Maximum force ... 5.647 eV/A

---

Entry 2:
Here is a single C2H4N2O2 molecule in a non-equilibrium geometry from the Open Molecules 2025 dataset. Energies are from ωB97M-V with the def2-TZVPD basis set.

Structure (XYZ):
```
10
Properties=species:S:1:pos:R:3:forces:R:3:lowdin_charge:R:1
H 0.1322 2.9311 0.6788 -0.412 -0.285 -0.457 0.0816
N 0.3757 1.9516 0.8634 0.763 0.825 0.944 0.1293
N -0.1902 1.1345 0.1496 0.825 -2.501 0.658 -0.3530
O -0.9964 1.2293 -0.7628 -0.512 0.573 -0.532 -0.0466
C 0.3421 -0.5582 0.5868 -0.394 2.077 0.308 -0.2696
C -0.0598 -1.3671 -0.5576 -0.338 -0.541 -0.394 -0.0087
O 0.8529 -0.6738 1.6304 -0.261 -0.103 -0.701 0.1789
H -0.2939 -2.3898 -0.2705 0.111 0.014 0.114 0.0991
H 0.7523 -1.3745 -1.2842 0.105 0.033 0.001 0.1094
H -0.9151 -0.8830 -1.0339 0.113 -0.093 0.059 0.0795
```
Positions in Å, forces in eV/Å.

Properties
Frontier orbital gap ... 10.092 eV
LUMO level ... 0.43 eV
Maximum force ... 2.715 eV/A

---

> Which value of maximum force does entry 1 give?

5.647 eV/A

---

> Which formula does entry 1 have?

C5H13N

---

> The highest LUMO level belongs to which entry?

C5H13N

---

> Look up the LUMO level of the second one.

0.43 eV